[1]
Here is 9 unconnected molecules or ions with the total composition C18H54O9 from OMol25. Energies are from the ωB97M-V functional and the def2-TZVPD basis.

Structure (XYZ):
```
81
Properties=species:S:1:pos:R:3:lowdin_charge:R:1
C 21.0270 16.5077 -30.6764 -0.05
C 21.0464 18.0582 -30.4968 -0.50
C 19.6719 18.6804 -30.2628 -0.06
O 21.9075 18.4711 -29.4791 -0.06
H 22.0270 16.0869 -30.5707 0.07
H 20.6053 16.2247 -31.6408 0.07
H 20.3927 16.1291 -29.8749 0.07
H 21.5851 18.4664 -31.3519 0.13
H 19.6899 19.7543 -30.0770 0.08
H 19.1372 18.2404 -29.4210 0.07
H 18.9828 18.3321 -31.0321 0.08
H 21.5268 18.3507 -28.6061 0.09
C 18.8710 13.7820 -23.1194 -0.07
C 19.1988 15.0978 -23.7788 -0.45
C 18.9915 15.1260 -25.3369 -0.05
O 18.2227 16.0673 -23.3112 -0.08
H 19.0482 12.8891 -23.7189 0.08
H 17.8529 13.8070 -22.7309 0.08
H 19.5374 13.7588 -22.2571 0.07
H 20.2206 15.3285 -23.4776 0.12
H 17.9756 14.8384 -25.6075 0.08
H 19.5470 14.4067 -25.9386 0.07
H 19.1672 16.1261 -25.7333 0.07
H 18.2528 16.2555 -22.3704 0.08
C 23.9093 23.4670 -28.5635 -0.04
C 23.4729 23.8986 -27.1703 -0.53
C 24.5986 24.6010 -26.4263 -0.07
O 22.4404 24.8108 -27.1268 -0.03
H 23.9013 24.2734 -29.2968 0.09
H 23.1500 22.7606 -28.8990 0.07
H 24.8434 22.9197 -28.4365 0.08
H 23.2482 22.9821 -26.6248 0.13
H 24.6189 25.6660 -26.6575 0.08
H 25.6209 24.3180 -26.6772 0.07
H 24.5356 24.5735 -25.3385 0.07
H 22.1761 24.8245 -26.2040 0.09
C 23.7033 23.4664 -19.6584 -0.10
C 24.3537 23.1469 -18.3558 -0.51
C 25.5222 22.2611 -18.7154 -0.06
O 24.8678 24.3987 -18.0370 -0.05
H 22.8728 24.1652 -19.5580 0.08
H 23.2682 22.5279 -20.0019 0.08
H 24.3417 23.8182 -20.4688 0.09
H 23.6783 22.7696 -17.5880 0.14
H 26.1255 22.1408 -17.8156 0.08
H 26.1088 22.7661 -19.4829 0.09
H 25.2132 21.2755 -19.0636 0.08
H 24.3902 25.0818 -18.5134 0.08
C 19.1735 23.1217 -23.6120 -0.03
C 18.3364 21.9046 -23.1552 -0.53
C 17.1976 21.4170 -24.0898 -0.04
O 19.0308 20.7874 -22.7885 -0.06
H 18.7255 23.8280 -24.3110 0.08
H 20.0670 22.6986 -24.0711 0.07
H 19.5174 23.5687 -22.6793 0.07
H 17.9702 22.0998 -22.1473 0.12
H 16.4301 20.9448 -23.4764 0.08
H 17.5379 20.7256 -24.8606 0.09
H 16.7200 22.3201 -24.4697 0.07
H 18.3967 20.0731 -22.8849 0.08
C 25.9398 15.2158 -22.7950 -0.19
O 27.1847 15.5172 -23.3226 -0.12
H 25.8110 14.1860 -22.4616 0.08
H 25.8519 15.9697 -22.0127 0.08
H 25.2632 15.4192 -23.6250 0.08
H 27.8360 15.1895 -22.6981 0.08
C 22.5007 17.9905 -19.2659 -0.20
O 23.3454 17.8598 -18.1914 -0.11
H 21.7719 17.1801 -19.2525 0.07
H 21.9663 18.9397 -19.3064 0.08
H 23.1040 17.8193 -20.1574 0.07
H 23.7357 16.9838 -18.2357 0.08
C 23.3394 19.2132 -24.1918 -0.20
O 23.3770 20.4359 -23.6018 -0.11
H 22.6007 18.5741 -23.7080 0.08
H 23.1742 19.4352 -25.2461 0.08
H 24.2728 18.6629 -24.0729 0.08
H 22.4916 20.6861 -23.3280 0.08
O 27.5205 20.9942 -22.9069 -0.05
H 26.6124 21.0789 -22.6162 0.02
H 27.6924 20.0528 -22.8862 0.03
```

Output
Maximum force ... 3.83 eV/Å
Structure (SMILES) ... CC(C)O.CC(C)O.CC(C)O.CC(C)O.CC(C)O.CO.CO.CO.O
Energy ... -37964.2256 eV

[2]
Here is 9 unconnected molecules or ions with the total composition C18H54O9S9 from OMol25. Energies are from the ωB97M-V functional and the def2-TZVPD basis.

Structure (XYZ):
```
90
Properties=species:S:1:pos:R:3:lowdin_charge:R:1
C 1.6703 13.4221 12.6743 -0.25
S 0.8761 11.8571 12.1261 0.82
O -0.3657 11.7140 12.9545 -0.55
C 0.3415 12.5222 10.4874 -0.23
H 1.2281 14.3542 12.3164 0.05
H 2.7157 13.3866 12.3677 0.03
H 1.5891 13.5080 13.7578 0.05
H -0.1423 11.7674 9.8791 0.03
H 1.1528 13.0408 9.9676 0.05
H -0.2841 13.3894 10.7153 0.05
C -1.8417 9.1309 8.6968 -0.25
S -1.5720 7.7566 9.8838 0.87
O -0.4099 6.9717 9.3112 -0.56
C -0.8556 8.8314 11.1717 -0.30
H -2.2246 8.7743 7.7481 0.05
H -0.8680 9.6175 8.6324 0.03
H -2.5212 9.8242 9.1933 0.05
H -1.1228 8.5993 12.2029 -0.01
H -1.3613 9.8082 11.1762 0.06
H 0.1969 8.9508 10.9217 0.04
C -1.6751 5.3031 13.3278 -0.24
S -2.8540 6.5724 13.8264 0.81
O -3.2409 7.2522 12.5426 -0.54
C -4.0866 5.3799 14.4624 -0.25
H -1.4627 4.4918 14.0182 0.05
H -0.7537 5.8476 13.1063 0.02
H -1.9680 4.9152 12.3488 0.07
H -3.6555 4.8179 15.2868 0.04
H -4.5661 4.8941 13.6115 0.06
H -4.9261 5.9131 14.9226 0.05
C 4.6523 7.8519 8.7418 -0.29
S 3.3207 7.4833 7.5858 0.84
O 2.9507 6.0255 7.7179 -0.57
C 2.0757 8.4698 8.4480 -0.29
H 4.6469 8.9479 8.6739 0.02
H 5.6570 7.5122 8.5204 0.05
H 4.3963 7.6845 9.7892 0.05
H 2.2910 9.5046 8.1324 0.05
H 2.0980 8.5190 9.5370 0.01
H 1.0788 8.2947 8.0587 0.02
C 7.7264 1.8127 15.4818 -0.26
S 6.2119 2.3956 16.3363 0.81
O 6.5264 3.3852 17.4249 -0.56
C 5.6510 3.4104 14.9294 -0.28
H 7.5658 1.2463 14.5634 0.05
H 8.2467 1.2437 16.2450 0.04
H 8.2210 2.7007 15.0799 0.05
H 5.7873 2.9493 13.9523 0.05
H 6.3130 4.2867 14.8762 0.06
H 4.7094 3.9448 15.0493 0.04
C -0.1801 6.2049 19.1867 -0.27
S -0.9594 6.0532 17.5679 0.84
O -0.0982 6.7992 16.5959 -0.57
C -0.4800 4.2861 17.3201 -0.24
H -0.5215 7.0773 19.7404 0.05
H 0.9077 6.1560 19.1542 0.07
H -0.4758 5.3362 19.7844 0.05
H 0.3090 3.9090 17.9715 0.05
H -0.2037 4.0895 16.2854 0.04
H -1.3244 3.6163 17.5134 0.05
C 4.2442 10.9214 11.1599 -0.27
S 6.0138 10.5974 11.4819 0.85
O 6.4335 9.7843 10.2834 -0.57
C 6.6016 12.3208 11.1879 -0.25
H 4.1176 11.6131 10.3273 0.06
H 3.8603 11.2013 12.1409 0.02
H 3.7404 10.0188 10.8100 0.03
H 6.1735 12.7592 10.2871 0.05
H 7.6808 12.2958 11.0575 0.05
H 6.3021 12.8995 12.0623 0.04
C -2.0006 9.2328 16.3617 -0.29
S -3.1706 10.5925 16.6604 0.86
O -4.4476 10.0458 16.0160 -0.58
C -3.4465 10.2314 18.4233 -0.27
H -1.4661 9.5253 15.4520 0.02
H -2.3938 8.2294 16.2404 0.01
H -1.1575 9.1440 17.0547 0.05
H -3.6442 9.1757 18.5619 0.05
H -4.3337 10.8453 18.5931 0.04
H -2.6289 10.6573 19.0037 0.05
C 2.2537 6.5205 13.8027 -0.23
S 1.9469 8.1947 13.1444 0.87
O 2.0252 8.0919 11.6350 -0.58
C 0.2055 8.3551 13.5997 -0.30
H 3.2468 6.1416 13.5558 0.05
H 1.6175 5.8044 13.2794 0.06
H 2.1886 6.6175 14.8848 0.04
H -0.2535 9.3415 13.5466 0.04
H 0.1372 8.0358 14.6430 0.03
H -0.3219 7.6687 12.9355 0.00
```

Output
Maximum force ... 3.16 eV/Å
Energy ... -135475.7073 eV

[3]
Here is a molecular structure, C18H55CaN9O4P3 from OMol25. Energies are from the ωB97M-V functional and the def2-TZVPD basis.

Structure (XYZ):
```
90
Properties=species:S:1:pos:R:3:lowdin_spin:R:1
Ca 0.3421 0.1456 -1.4153 0.00
O 1.3160 1.9436 -0.6616 0.00
H 2.2102 2.3205 -0.5476 0.00
O 2.1492 -1.1315 -1.4057 0.00
P 3.4168 -1.8652 -1.6280 0.00
N 3.9832 -2.4367 -0.1117 0.00
C 5.2038 -3.2595 0.0208 0.00
C 3.4928 -1.7830 1.1783 0.00
N 4.6039 -0.7509 -2.2657 0.00
C 4.8643 0.5048 -1.4227 0.00
C 4.5329 -0.3079 -3.6497 0.00
N 3.4137 -3.2105 -2.6032 0.00
C 4.5615 -4.0573 -2.9680 0.00
C 2.1386 -3.9456 -2.9740 0.00
H 5.6823 -2.7449 0.8541 0.00
H 5.7414 -3.2214 -0.9266 0.00
H 5.1291 -4.2535 0.4617 0.00
H 3.6541 -2.4339 2.0376 0.00
H 2.4238 -1.5928 1.2738 0.00
H 4.0189 -0.8506 1.3831 0.00
H 5.4487 1.2860 -1.9089 0.00
H 3.9008 0.9946 -1.2816 0.00
H 5.4354 0.1178 -0.5788 0.00
H 3.8796 0.5380 -3.8638 0.00
H 5.4866 -0.1574 -4.1556 0.00
H 4.0215 -1.1385 -4.1363 0.00
H 5.5539 -3.6855 -2.7130 0.00
H 4.4122 -5.0824 -2.6290 0.00
H 4.5891 -3.9520 -4.0526 0.00
H 2.2339 -4.9510 -3.3841 0.00
H 1.6125 -3.2873 -3.6654 0.00
H 1.6011 -3.8643 -2.0292 0.00
O -0.6304 -1.0326 0.7153 0.00
P -0.7585 -1.0943 2.2294 0.00
N 0.5488 -0.3000 2.9569 0.00
C 1.5341 -0.8923 3.8130 0.00
C 0.8451 1.0812 2.5946 0.00
N -0.9058 -2.6585 2.7844 0.00
C -1.2977 -3.1029 4.0961 0.00
C -0.2943 -3.7231 2.0720 0.00
N -2.2104 -0.4617 2.7281 0.01
C -2.4333 0.0441 4.0778 0.00
C -3.2187 -0.0830 1.7783 0.00
H 2.5265 -0.9163 3.3627 0.00
H 1.2512 -1.9116 4.0761 0.00
H 1.6107 -0.2495 4.6900 0.00
H 1.7688 1.0807 2.0160 0.00
H 1.0457 1.7002 3.4691 0.00
H -0.0054 1.5068 2.0620 0.00
H -2.0036 -3.9332 4.1179 0.00
H -0.3807 -3.2051 4.6764 0.00
H -1.9130 -2.3614 4.6059 0.00
H -0.6027 -3.7844 1.0283 0.00
H 0.7887 -3.6064 2.0320 0.00
H -0.4079 -4.6694 2.6009 0.00
H -3.2956 -0.5405 4.3981 0.00
H -1.5097 -0.0016 4.6550 0.00
H -2.7927 1.0656 4.2020 0.00
H -3.0857 -0.6176 0.8378 0.00
H -3.0546 0.9848 1.6330 0.00
H -4.1980 -0.2821 2.2134 0.00
O -1.7486 1.1771 -1.2332 0.00
P -2.7079 2.3482 -1.1858 -0.01
N -2.1537 3.8126 -0.4286 0.00
C -1.1056 4.6899 -0.8911 0.00
C -2.2418 3.9737 1.0113 0.00
N -4.3234 2.0773 -0.4985 0.47
C -5.2379 3.1591 -0.1122 0.04
C -5.0915 0.8743 -0.7271 0.05
N -3.0910 2.8671 -2.7224 0.26
C -3.5659 4.2494 -3.0745 0.02
C -3.4352 1.8284 -3.6812 0.03
H -0.1217 4.2735 -0.6755 0.00
H -1.2217 5.7404 -0.6243 0.00
H -1.0972 4.7047 -1.9810 0.00
H -2.5429 2.9818 1.3482 0.00
H -2.9384 4.7848 1.2236 0.00
H -1.2649 4.2893 1.3776 0.00
H -4.6684 4.0850 -0.0332 0.00
H -5.9839 3.3199 -0.8906 0.02
H -5.8132 2.8134 0.7467 0.01
H -4.4845 -0.0251 -0.6237 0.00
H -5.9509 0.8987 -0.0571 0.01
H -5.4570 0.8930 -1.7539 0.03
H -3.0576 4.5926 -3.9756 0.01
H -4.6438 4.3995 -3.1350 0.01
H -3.3901 4.8988 -2.2170 0.00
H -3.7308 2.2121 -4.6576 0.00
H -4.2175 1.1068 -3.4456 0.01
H -2.6875 1.0505 -3.8363 0.01
```

Output
Multiplicity ... 2
Total charge ... +2
Maximum force ... 3.98 eV/Å
Energy ... -87453.9822 eV
Expectation value of S² ... 0.76

[4]
Here is 8 unconnected molecules or ions with the total composition C18H55N11O9 from OMol25. Energies are from the ωB97M-V functional and the def2-TZVPD basis.

Structure (XYZ):
```
93
Properties=species:S:1:pos:R:3:lowdin_spin:R:1
C -2.6948 -1.8741 5.1235 0.00
C -1.8879 -1.8980 3.7949 0.00
C -1.1477 -0.5348 3.4766 0.00
O -0.1787 -0.5034 2.4177 0.00
C 0.1363 0.8396 1.9619 0.00
N -0.9214 -3.0381 4.0333 0.00
H -3.0909 -2.8375 5.4446 0.00
H -3.4570 -1.0950 5.1378 0.00
H -2.0507 -1.5865 5.9545 0.00
H -2.4560 -2.2431 2.9310 0.01
H -0.6177 -0.3750 4.4156 0.00
H -1.8829 0.2648 3.3862 0.00
H 0.4773 1.5002 2.7591 0.00
H -0.8199 1.2935 1.7015 0.00
H 0.8063 0.8814 1.1031 0.00
H -0.6143 -2.9190 4.9881 0.00
H -0.1466 -3.0050 3.3862 0.00
C 4.2268 2.8676 1.1638 0.00
C 3.5357 2.2280 0.0173 0.00
C 4.3466 2.4685 -1.2414 0.00
O 3.6864 1.8083 -2.3091 0.00
C 3.5016 2.6051 -3.3772 0.00
N 3.5954 0.7747 0.2910 0.00
H 5.1950 2.4147 1.3774 0.00
H 3.6408 2.6040 2.0442 0.00
H 4.4784 3.9085 0.9604 0.00
H 2.5111 2.5618 -0.1464 0.00
H 5.3038 2.0815 -0.8918 0.00
H 4.5746 3.5133 -1.4526 0.00
H 2.5086 3.0229 -3.2113 0.00
H 3.4787 1.9473 -4.2460 0.00
H 4.2134 3.4269 -3.4545 0.00
H 3.3938 0.3747 -0.6143 0.00
H 2.8716 0.5284 0.9510 0.00
C -4.1856 4.6393 2.3517 0.00
C -4.0302 3.2394 3.0176 0.00
C -4.2615 2.1234 1.9638 0.00
O -3.2418 1.7621 1.0367 0.01
C -3.6663 0.7260 0.2344 0.04
N -2.6697 3.3407 3.5173 0.00
H -5.0950 4.7485 1.7609 0.00
H -3.3702 4.8947 1.6749 0.00
H -3.9095 5.3549 3.1262 0.00
H -4.7118 3.1648 3.8649 0.00
H -5.1951 2.2389 1.4132 0.00
H -4.5164 1.2168 2.5125 0.00
H -2.8100 0.4645 -0.3872 0.00
H -4.5409 0.8974 -0.3932 0.02
H -3.6868 -0.2318 0.7543 0.01
H -2.2306 2.4824 3.8182 0.00
H -2.0895 3.5852 2.7276 0.00
C 0.1998 -1.0475 -1.1827 0.00
C 1.6024 -0.8789 -1.7973 0.00
O 2.7232 -1.5628 -1.1628 0.00
O -0.5716 -2.0523 -1.7196 0.03
H -0.4219 -0.1558 -1.1025 0.00
H 0.2100 -1.1529 -0.0979 0.00
H 1.8432 0.1641 -2.0032 0.00
H 1.4260 -1.3837 -2.7471 0.00
H 2.7823 -2.3572 -1.6986 0.00
H -1.2870 -1.6728 -2.2350 0.00
C -1.5028 2.1190 -4.1689 0.01
O -1.1207 3.1722 -4.6092 0.00
N -1.6024 1.0288 -4.8908 0.01
N -2.1773 1.8270 -3.0273 0.01
H -1.3363 0.2239 -4.3418 0.00
H -1.4903 1.0478 -5.8944 0.00
H -2.1692 2.4711 -2.2494 0.00
H -2.6082 0.9251 -2.8825 0.01
C 6.1658 -1.8779 0.3425 0.00
O 7.1090 -2.6470 0.4128 0.00
N 4.9684 -2.1306 0.7424 0.00
N 6.3176 -0.7400 -0.2450 0.00
H 4.7766 -2.9624 1.2821 0.00
H 4.1744 -1.5076 0.7024 0.00
H 5.3922 -0.3522 -0.3605 0.00
H 7.1274 -0.7505 -0.8486 0.00
C -3.5082 -1.9240 -3.6527 0.20
O -2.5605 -1.2357 -3.3529 0.03
N -3.4587 -3.2283 -3.8975 0.10
N -4.7219 -1.5408 -3.7910 0.13
H -2.5409 -3.6357 -3.7896 0.02
H -4.3194 -3.7566 -3.9107 0.12
H -4.9335 -0.5606 -3.6701 0.05
H -5.4297 -2.2057 -4.0684 0.14
C 1.6698 -4.8135 -0.2982 0.00
O 2.2497 -5.6004 0.4458 0.00
N 0.6312 -4.1659 0.0581 0.00
N 1.8002 -4.5424 -1.5640 0.00
H 0.4518 -4.0622 1.0466 0.00
H 0.2727 -3.5342 -0.6437 0.00
H 2.6190 -5.0283 -1.9011 0.00
H 0.9429 -4.5662 -2.0976 0.01
```

Output
Multiplicity ... 2
Total charge ... -1
Maximum force ... 6.31 eV/Å
Energy ... -54374.0888 eV
Expectation value of S² ... 0.75

Which formula does entry 1 have?
C18H54O9

energy of number 1 (C18H54O9)?
-37964.2256 eV